No. 1
ORCA calculation (the ωB97M-V functional and the def2-TZVPD basis) on one molecule with the formula C3H4N2O.

As for the spin multiplicity: 1. The calculation puts the energy relative to the best compared isomer or geometry (same formula, charge and spin) at 89.8 kcal per mole. The calculation puts the lowest unoccupied orbital energy at 0.42 eV. For the frontier orbital gap, the calculation gives 7.329 eV.

```
10
C3H4N2O (the ωB97M-V functional and the def2-TZVPD basis)
C -1.743 -0.330 -0.254
C -0.395 -0.320 -0.326
N 0.490 -0.869 -1.212
O 1.775 -0.350 -0.789
C 1.633 0.354 0.264
N 0.379 0.400 0.641
H -2.363 -0.696 -1.056
H -2.212 -0.062 0.682
H -0.036 1.034 1.309
H 2.473 0.839 0.741
```

***

No. 2
ORCA calculation (the ωB97M-V functional and the def2-TZVPD basis) on one molecule with the formula C4H8O2.

As for the spin multiplicity: 1. The calculation puts the energy relative to the best compared isomer or geometry (same formula, charge and spin) at 54.8 kcal per mole. The calculation puts the lowest unoccupied orbital energy at 0.99 eV. For the frontier orbital gap, the calculation gives 10.449 eV. Its SMILES is CO[C@H]1C[C@H]1O.

```
14
C4H8O2 (the ωB97M-V functional and the def2-TZVPD basis)
C 1.683 -0.497 -1.092
O 0.527 0.264 -0.825
C -0.409 -0.406 -0.038
C -0.481 -0.057 1.431
C -1.490 0.495 0.453
O -1.427 1.834 0.082
H 1.447 -1.341 -1.757
H 2.136 -0.885 -0.169
H 2.395 0.161 -1.597
H -0.642 -1.421 -0.367
H 0.258 0.650 1.796
H -0.793 -0.818 2.141
H -2.508 0.115 0.493
H -0.695 1.907 -0.549
```

***

No. 3
ORCA calculation (the ωB97M-V functional and the def2-TZVPD basis) on a 9-piece molecular cluster, C6H31NO8S overall at a distorted geometry.

As for the spin multiplicity: 1. The calculation puts the energy relative to the best compared isomer or geometry (same formula, charge and spin) at 0.0 kcal per mole. The calculation puts the lowest unoccupied orbital energy at -0.04 eV. For the frontier orbital gap, the calculation gives 8.905 eV. Its SMILES is CCCCNCCS.O.O.O.O.O.O.O.O.

```
47
C6H31NO8S (the ωB97M-V functional and the def2-TZVPD basis)
C -2.976 -2.552 -0.288
C -1.997 -1.693 -1.107
C -0.854 -2.538 -1.714
C 0.308 -2.833 -0.773
N 0.861 -1.685 -0.081
C 0.415 -1.373 1.253
C 0.983 -2.343 2.293
S 2.805 -2.537 2.170
H -3.682 -1.907 0.235
H -3.546 -3.216 -0.931
H -2.493 -3.192 0.445
H -2.594 -1.492 -2.002
H -1.683 -0.814 -0.578
H -1.267 -3.476 -2.093
H -0.516 -1.993 -2.602
H 1.075 -3.397 -1.311
H -0.068 -3.511 0.000
H 0.896 -0.891 -0.687
H 0.776 -0.386 1.499
H -0.676 -1.345 1.396
H 0.800 -2.041 3.322
H 0.577 -3.348 2.234
H 2.860 -2.793 0.858
O -1.703 2.267 0.157
H -1.149 1.787 0.786
H -1.333 2.013 -0.733
O -0.306 4.577 0.413
H -0.772 3.711 0.499
H -0.781 4.985 -0.321
O 2.205 0.346 -2.120
H 1.879 0.404 -3.029
H 2.911 -0.314 -2.205
O -3.113 0.107 1.985
H -3.341 0.184 2.914
H -3.528 0.877 1.548
O 4.165 1.945 -0.870
H 3.552 1.519 -1.494
H 4.037 1.429 -0.063
O -4.243 2.478 0.960
H -4.861 2.271 0.258
H -3.353 2.693 0.623
O 1.462 3.562 -1.444
H 2.386 3.386 -1.209
H 1.032 3.851 -0.609
O -0.211 1.423 -1.838
H 0.491 2.106 -1.691
H 0.221 0.584 -1.651
```

***

No. 4
ORCA calculation (the ωB97M-V functional and the def2-TZVPD basis) on a 3-piece molecular cluster, C18H27F12N5O4S overall at a distorted geometry.

As for the spin multiplicity: 1. The calculation puts the energy relative to the best compared isomer or geometry (same formula, charge and spin) at 0.0 kcal per mole. The calculation puts the lowest unoccupied orbital energy at 0.07 eV. For the frontier orbital gap, the calculation gives 9.072 eV. Its SMILES is N#C[C@@](CCO)(CCC(F)(F)C(F)(F)S(F)(F)(F)(F)F)[C@](N)(C#N)COC(F)(F)F.CNC(C)=O.CNC(C)=O.

```
67
C18H27F12N5O4S (the ωB97M-V functional and the def2-TZVPD basis)
N -0.574 2.546 -0.211
C -0.767 2.341 -1.290
C -0.962 1.977 -2.772
C 0.252 2.623 -3.528
C 0.901 3.865 -2.861
O 1.977 3.548 -1.976
C -0.916 0.421 -2.834
C 0.384 -0.236 -2.285
C 0.120 -1.691 -1.756
F 1.290 -2.339 -1.909
F -0.814 -2.200 -2.578
C -0.350 -1.642 -0.282
F 0.268 -0.734 0.435
F -1.628 -1.256 -0.318
S -0.290 -3.266 0.688
F 1.301 -3.281 0.731
F -0.301 -2.432 2.068
F -1.897 -3.295 0.774
F -0.372 -4.180 -0.611
F -0.284 -4.596 1.574
C -2.338 2.618 -3.185
N -2.226 4.049 -3.491
C -3.249 2.542 -1.942
N -3.966 2.440 -1.087
C -3.146 1.906 -4.336
O -3.083 2.673 -5.544
C -2.094 2.380 -6.405
F -1.276 1.401 -6.060
F -2.640 2.022 -7.581
F -1.415 3.494 -6.670
H 1.072 1.905 -3.721
H -0.083 2.961 -4.523
H 1.374 4.441 -3.687
H 0.187 4.561 -2.399
H 2.248 2.636 -2.143
H -1.848 0.040 -2.381
H -0.979 0.144 -3.902
H 1.047 -0.396 -3.155
H 0.957 0.377 -1.575
H -3.160 4.427 -3.653
H -1.925 4.532 -2.642
H -2.947 0.833 -4.454
H -4.204 1.964 -4.027
C 3.193 -6.101 4.914
N 3.769 -4.770 4.964
C 3.176 -3.584 4.657
C 1.738 -3.619 4.205
O 3.802 -2.540 4.752
H 3.242 -6.544 5.910
H 3.777 -6.713 4.224
H 2.159 -6.079 4.584
H 4.729 -4.675 5.259
H 1.401 -2.607 3.998
H 1.646 -4.208 3.293
H 1.105 -4.039 4.989
C 1.674 1.236 4.838
N 0.369 1.760 5.200
C -0.803 1.645 4.518
C -0.777 0.883 3.217
O -1.825 2.146 4.959
H 2.017 0.564 5.625
H 2.377 2.068 4.753
H 1.645 0.697 3.897
H 0.284 2.280 6.060
H -1.775 0.869 2.786
H -0.101 1.360 2.505
H -0.463 -0.147 3.398
```

***

No. 5
ORCA calculation (the ωB97M-V functional and the def2-TZVPD basis) on C7H10N2O as an isolated structure at a distorted geometry.

As for the spin multiplicity: 1. The calculation puts the energy relative to the best compared isomer or geometry (same formula, charge and spin) at 77.7 kcal per mole. The calculation puts the lowest unoccupied orbital energy at 0.82 eV. For the frontier orbital gap, the calculation gives 9.904 eV.

```
20
C7H10N2O (the ωB97M-V functional and the def2-TZVPD basis)
C 0.446 -0.883 0.869
C -0.914 0.141 -1.015
C 0.284 1.063 0.508
C 0.619 -0.189 -0.432
C 0.668 -2.294 1.172
C 1.786 -0.483 -1.407
C -2.135 2.018 0.215
N 0.156 0.152 1.614
N -0.991 1.252 -0.235
O -1.609 -0.404 -1.801
H 0.920 2.010 0.612
H -0.063 -2.514 2.013
H 1.750 -2.458 1.408
H 0.412 -2.723 0.198
H 1.637 -0.035 -2.486
H 2.116 -1.575 -1.471
H 2.572 0.195 -0.974
H -2.365 1.853 1.372
H -2.183 3.202 0.110
H -3.105 1.672 -0.269
```